Below is a structure of composition C40H41Br3Cl3N3OSi2Ta at a distorted geometry, with properties calculated with ωB97M-V/def2-TZVPD.

```
94
Properties=species:S:1:pos:R:3
Ta -0.6325 -0.4928 0.1666
C 0.8719 2.2152 1.5639
N -0.5509 1.8437 1.7101
C -0.8070 1.5833 3.1359
C -1.4179 2.9294 1.2606
C -1.4037 3.1849 -0.2382
N -1.9822 2.0447 -0.9453
C -2.5443 2.4313 -2.2723
C -1.5296 2.7479 -3.3316
H 1.0974 3.1227 2.1362
H 1.1289 2.3786 0.5175
H 1.4957 1.4095 1.9405
H -0.5484 2.4594 3.7406
H -0.2079 0.7401 3.4766
H -1.8600 1.3592 3.2959
H -1.1630 3.8590 1.7816
H -2.4355 2.6536 1.5501
H -0.3992 3.3629 -0.6247
H -1.9808 4.0992 -0.4049
H -3.1955 3.3005 -2.1313
H -2.7915 1.7675 -0.4110
H -3.1598 1.6034 -2.6027
H -2.0356 2.8896 -4.2888
H -0.8243 1.9313 -3.4367
H -0.9834 3.6618 -3.1022
C -3.8042 -3.2180 1.5701
C -2.6789 -3.0656 2.5391
C -2.7958 -3.7736 3.7576
C -1.8297 -3.6855 4.6966
C -0.6856 -2.9058 4.4424
C 0.3686 -2.7338 5.3704
Br 0.3253 -3.5910 7.0461
C 1.4195 -1.9330 5.0732
C 1.4847 -1.2962 3.8214
Br 2.9387 -0.1301 3.5580
C 0.5255 -1.4692 2.8639
O 0.6060 -0.9101 1.6235
C -0.6105 -2.2537 3.1936
N -1.6157 -2.3126 2.2634
H -3.9005 -4.2718 1.2952
H -3.6500 -2.6350 0.6876
H -4.7456 -2.9127 2.0381
H -3.6784 -4.3790 3.9221
H -1.9227 -4.1985 5.6448
H 2.2142 -1.7755 5.7878
Br -7.4070 0.3689 1.0998
C -5.5733 0.1049 0.7645
C -5.1336 -0.0944 -0.5374
C -3.7845 -0.2968 -0.7735
C -2.8422 -0.2916 0.2642
C -3.3305 -0.1042 1.5642
C -4.6811 0.0968 1.8247
H -5.8423 -0.0861 -1.3572
H -3.4622 -0.4700 -1.7927
H -2.6487 -0.1259 2.4062
H -5.0372 0.2411 2.8373
Cl -0.2693 -2.4456 -3.3518
Si -1.4044 -2.4486 -1.6596
Cl -3.1464 -3.3844 -2.1512
Cl -0.5368 -3.7545 -0.2708
C 5.5913 1.9561 0.6663
C 5.3328 2.2723 -0.6611
C 4.1964 1.7790 -1.2945
C 3.2951 0.9600 -0.6050
C 3.5918 0.6258 0.7176
C 4.7218 1.1201 1.3546
Si 1.8539 0.1310 -1.4784
C 1.5411 1.1648 -2.9988
C 1.6546 2.5562 -2.8951
C 1.6627 3.3656 -4.0209
C 1.5575 2.7961 -5.2843
C 1.4227 1.4206 -5.4103
C 1.4156 0.6128 -4.2776
C 2.5439 -1.5572 -1.8835
C 2.3790 -2.6468 -1.0348
C 2.8797 -3.8995 -1.3661
C 3.5842 -4.0726 -2.5484
C 3.8254 -2.9778 -3.3725
C 3.3119 -1.7312 -3.0408
H 6.4751 2.3488 1.1562
H 6.0201 2.9040 -1.2128
H 4.0259 2.0282 -2.3346
H 2.9270 -0.0471 1.2506
H 4.9263 0.8488 2.3854
H 1.7554 3.0171 -1.9139
H 1.7585 4.4409 -3.9131
H 1.5905 3.4217 -6.1689
H 1.3475 0.9675 -6.3919
H 1.3200 -0.4585 -4.4002
H 1.8649 -2.5190 -0.0905
H 2.7208 -4.7414 -0.7009
H 3.9662 -5.0502 -2.8164
H 4.4136 -3.0975 -4.2756
H 3.5200 -0.8834 -3.6881
```

## Properties
- Charge: +1
- Orbital gap: 6.317 eV
- HOMO energy: -0.3957 hartree
- Energy relative to the best compared isomer or geometry (same formula, charge and spin): 12.7 kcal/mol

Listed below, in e, are the Mulliken charges computed for each atom: -0.176 -0.554 1.215 -1.212 -1.325 -0.805 0.599 -0.744 -0.928 0.523 -0.308 0.009 0.440 0.181 0.476 0.460 0.401 0.143 0.557 0.380 -0.028 0.386 0.492 -0.001 0.374 -1.161 0.755 -1.107 -1.240 1.047 -0.178 -0.192 -0.525 1.016 -0.009 -1.321 0.886 -0.579 0.737 0.509 -0.319 0.421 0.546 0.417 0.516 -0.142 -0.589 -0.727 -0.934 1.604 -0.037 -0.820 0.514 0.685 0.306 0.552 -0.218 0.666 -0.296 -0.173 -0.986 -0.678 -0.723 0.535 -0.042 -0.844 -0.357 1.511 -0.680 -0.829 -0.773 -0.768 -0.314 0.718 -0.086 -0.778 -0.687 -0.760 -0.249 0.388 0.455 0.361 0.926 0.374 0.356 0.456 0.406 0.452 0.271 0.484 0.456 0.394 0.431 0.413